Molecular formula: C11H27O3P
Method: DFT, ωB97M-V with the def2-TZVPD basis set

Structure (XYZ):
```
42
Properties=species:S:1:pos:R:3:mulliken_charge:R:1
H 0.298 -2.297 3.288 0.345
H 0.619 4.541 1.700 0.097
H 3.535 -0.994 -2.749 0.379
C 0.465 -2.812 2.339 -0.812
H -2.002 -1.206 2.062 0.315
C -1.887 -1.670 -0.052 -0.788
H -0.463 -3.320 2.058 0.245
C -0.571 0.198 1.235 -0.275
O 0.874 -1.901 1.337 -0.332
C -0.514 -2.486 -2.070 -1.037
H -0.502 6.193 0.253 0.366
H 0.893 -0.381 2.746 0.564
H -0.749 1.024 1.928 0.552
H -1.603 5.641 1.533 0.328
P 2.099 -2.385 -1.862 0.363
H 1.569 -0.005 1.176 0.051
H -1.643 -2.672 0.319 0.237
H -0.056 3.411 -1.051 0.220
C 0.713 -2.044 -2.907 -0.578
H 0.675 -0.958 -3.055 0.450
O -0.831 3.083 1.489 -0.820
H 2.263 -3.756 -1.716 0.164
H -0.002 -0.972 -0.700 -0.030
H -0.413 0.737 0.303 0.254
H -1.787 5.013 -0.114 0.322
C 0.650 3.754 -0.285 -1.185
H 1.856 -1.888 -0.578 0.280
H -1.302 -0.506 -1.792 0.352
H 0.833 -2.515 -3.884 0.424
O 3.513 -1.893 -2.392 -0.501
C -0.150 4.133 0.991 0.478
C -1.058 5.329 0.640 -1.395
C -1.838 -0.657 1.127 -1.045
C -0.914 -1.322 -1.173 0.107
H -2.898 -1.737 -0.463 0.485
H -1.314 -2.849 -2.715 0.340
H 1.336 2.933 -0.048 0.155
H -2.674 0.039 1.040 0.422
H 1.238 4.585 -0.695 0.463
H 1.246 -3.565 2.483 0.278
C 0.723 -0.497 1.670 -0.622
H -0.228 -3.327 -1.416 0.387
```

The calculation puts the HOMO energy at -4.889 eV. The total charge is 0. The frontier orbital gap comes out at 3.6 eV. Its LUMO energy is -1.3 eV.